Entry 1:
The following is a DFT calculation (ωB97M-V/def2-TZVPD) of C49H50BClN4O3PW as an isolated structure in a non-equilibrium geometry.

Geometry as XYZ:
```
110
Properties=species:S:1:pos:R:3:forces:R:3
W -1.2440 -0.9695 1.3650 1.820 1.044 2.025
C -0.3832 -3.8159 -1.1440 0.399 0.515 -0.642
C 0.9742 -3.7257 -0.4494 1.246 -1.636 -1.479
C 1.5485 -2.4904 0.1516 -2.037 0.123 1.005
N 2.0590 -2.7233 1.5061 2.084 1.985 1.638
C 1.3221 -3.7077 2.3611 -0.525 -1.212 0.446
C 1.9919 -4.9186 2.6421 2.033 3.720 -2.036
C 1.5697 -5.8450 3.6164 -3.473 -1.471 1.415
C 0.2536 -6.1669 3.9100 4.231 -0.047 0.163
C -0.8875 -5.7149 3.2197 -2.348 3.961 -2.573
C -1.1347 -4.4137 2.6699 2.554 -3.810 2.586
C -0.0482 -3.4021 2.5784 -0.833 0.529 0.026
N -0.5430 -2.0439 2.7866 1.232 0.091 0.503
C -0.8791 -1.7377 4.2066 1.008 -0.335 -0.987
C -2.0077 -0.7452 4.2843 0.252 1.028 0.233
C -3.2620 -1.1357 3.4781 -0.784 0.742 0.207
N -3.0550 -1.2730 2.0210 -2.459 -0.004 -0.247
C -4.1009 -1.6178 1.1598 2.777 -0.410 1.224
C -5.3966 -1.7010 1.5439 -0.253 -0.839 1.262
C -6.4796 -2.3179 0.9398 0.344 0.743 -0.972
C -6.6305 -2.6239 -0.4310 0.318 -0.522 -1.505
C -5.6044 -2.8318 -1.3767 -0.873 0.914 0.398
C -4.2442 -2.5263 -1.2240 0.258 0.575 -0.316
C -3.5814 -1.9975 -0.1283 3.145 0.471 -1.429
N -2.1646 -1.7282 -0.1328 -1.615 0.141 -4.221
C -1.4449 -1.4479 -1.4939 -0.287 -0.710 2.128
C -0.7731 -2.6945 -2.1328 -1.108 0.132 -0.075
H -1.1437 -4.0145 -0.3979 -0.364 0.398 0.107
H -0.3713 -4.7237 -1.7602 0.268 0.030 0.255
H 1.7679 -4.0582 -1.1402 -0.387 -0.222 -0.178
H 0.9379 -4.5091 0.2823 0.164 -0.389 0.538
H 0.6449 -1.8497 0.3105 0.510 0.446 -0.266
H 2.3045 -2.0073 -0.4184 0.346 0.377 -0.529
H 3.0871 -4.8677 2.3081 -1.644 -0.575 0.357
H 2.2762 -6.3868 4.1946 0.912 -0.248 0.335
H 0.0901 -6.9374 4.6665 0.062 0.264 -0.054
H -1.6248 -6.4828 3.1204 -0.937 -0.050 -0.021
H -2.1667 -4.1458 2.5329 -0.246 0.258 -0.860
H 0.0151 -1.4066 4.7528 -0.050 0.401 -0.122
H -1.0440 -2.7025 4.6336 -0.867 -0.673 0.616
H -1.6082 0.2560 3.9720 -0.456 -0.652 -0.114
H -2.2557 -0.5740 5.3531 -0.265 -0.320 -0.548
H -3.9961 -0.3028 3.6037 0.310 -0.653 0.302
H -3.6557 -2.0658 3.9415 -0.056 0.365 -0.474
H -5.4127 -1.3557 2.5717 -1.156 -0.268 0.111
H -7.2897 -2.5209 1.5906 -1.051 0.278 0.284
H -7.6419 -2.6527 -0.9092 0.717 -0.579 1.073
H -5.8478 -3.1385 -2.4140 -0.296 0.275 0.900
H -3.7310 -2.5635 -2.2013 0.355 -0.363 0.924
H -0.6134 -0.7948 -1.1495 -0.526 -0.178 -0.398
H -2.1169 -0.8304 -2.0938 0.015 -0.409 -0.517
H 0.0947 -2.2903 -2.6913 -0.303 -0.592 0.028
H -1.4811 -3.1984 -2.8312 0.488 0.661 0.130
Cl 0.4915 0.8966 0.6226 -0.717 -0.276 -0.871
C -0.0980 2.5828 0.9759 0.582 -0.908 1.537
C -0.1178 2.8012 2.3615 -0.930 -0.248 1.157
C -0.5583 4.0169 2.9130 -0.811 -0.821 0.050
C -0.9764 4.9913 1.9956 0.613 0.098 -0.172
C -0.7486 4.8005 0.6467 0.396 -0.943 -1.704
C -0.3619 3.5368 0.0327 0.300 0.461 0.830
P 0.2737 3.3712 -1.7555 -0.608 0.596 0.559
C 1.3347 4.7967 -1.6480 1.508 1.428 -0.227
C 2.4934 4.7451 -0.8384 -0.161 0.511 -0.502
C 3.3551 5.8434 -0.6606 -0.718 -1.219 0.648
C 3.0349 7.0695 -1.2473 0.109 -1.097 0.772
C 1.9369 7.1053 -2.0783 -0.477 0.291 -0.886
C 1.0794 6.0153 -2.2973 1.247 0.040 0.649
C -0.9794 3.7871 -3.0147 -0.715 -0.336 -0.560
C -1.9360 4.7928 -2.7591 0.061 -0.255 0.835
C -3.0105 4.9604 -3.6128 -0.326 0.092 -0.176
C -3.1136 4.1753 -4.7801 -1.205 0.832 0.561
C -2.1510 3.2489 -5.1142 -0.331 0.323 -0.179
C -1.1064 3.0721 -4.2284 1.984 -1.056 0.200
H 0.0214 1.8961 3.0186 0.114 1.141 -0.721
H -0.7380 4.1752 4.0163 0.540 -0.356 -1.411
H -1.3955 5.9470 2.3114 0.290 -0.229 0.010
H -0.7461 5.6488 -0.0143 -0.542 0.350 -0.107
H 2.6949 3.8292 -0.3154 0.259 -0.343 0.223
H 4.1851 5.6454 0.0404 -0.361 0.646 -0.588
H 3.5824 7.9465 -0.9519 0.245 0.249 -0.432
H 1.7620 8.0022 -2.6729 -0.203 -0.055 0.395
H 0.2655 6.1925 -2.9557 -0.596 -0.244 -0.466
H -1.9168 5.4059 -1.8439 0.120 -0.474 -0.468
H -3.7921 5.6862 -3.2983 0.617 -0.628 -0.618
H -4.0202 4.2819 -5.3853 0.460 0.018 0.082
H -2.2663 2.6939 -6.0572 0.378 0.151 0.666
H -0.2934 2.3662 -4.5284 -0.888 0.507 0.494
C 4.5958 -0.1221 1.4864 0.162 -0.749 1.526
O 3.4418 -0.9556 1.1135 0.770 0.401 0.582
C 2.9317 -1.8161 2.0086 -2.012 -1.350 -2.515
C 3.1837 -1.6667 3.4210 2.196 -0.616 1.342
H 5.4828 -0.7668 1.7461 -1.019 0.551 -0.138
H 4.3905 0.6069 2.3142 -0.108 -0.922 -0.624
H 4.8623 0.4736 0.6499 -0.112 0.223 -1.045
H 2.2446 -1.7349 3.9326 -0.369 0.064 0.551
H 3.8164 -0.7959 3.6911 -0.984 -0.272 -0.303
H 3.8369 -2.5047 3.7540 -0.676 0.179 -0.047
O 1.7354 1.7031 -3.7675 0.965 0.866 1.405
B 1.4858 1.8827 -2.3824 2.264 -2.158 -1.010
O 2.4480 1.0459 -1.6949 -1.446 1.545 0.393
C 3.3767 0.5810 -2.6156 -2.288 0.939 0.691
C 4.3822 -0.2998 -2.4473 2.070 -0.428 0.510
C 5.2030 -0.4669 -3.5483 1.037 0.072 -1.244
C 4.9283 0.0610 -4.8161 -1.724 -0.880 -0.423
C 3.6998 0.7446 -4.9891 0.667 1.001 -0.834
C 3.0252 1.0671 -3.8468 -1.764 -0.142 -0.529
H 4.7592 -0.8003 -1.5582 -0.770 0.415 0.249
H 6.1613 -0.9672 -3.4214 -0.383 -0.302 -0.002
H 5.4143 -0.3388 -5.7227 0.243 0.716 0.739
H 3.3377 1.1832 -5.9390 0.398 -0.698 0.489
```
Forces are in eV/Å.

Summary:
**Net charge**: +1
**HOMO (alpha / beta)**: -6.2 / -6.2 eV

Atom charges from the Mulliken analysis, given in e for atoms 1 to 2:
1 W -0.269
2 C -0.723



Entry 2:
The following is a DFT calculation (ωB97M-V/def2-TZVPD) of C34H53CaN2O2P2 as an isolated structure in a non-equilibrium geometry.

Geometry as XYZ:
```
94
Properties=species:S:1:pos:R:3:forces:R:3
C 0.1669 2.6627 -0.6988 -0.006 0.803 0.048
C 0.6512 1.8774 1.4652 -0.345 -0.941 0.279
C 0.3568 3.9850 -0.3157 -0.249 -0.471 -0.949
C 1.0103 3.1966 1.8463 0.030 1.189 -0.175
C 0.8597 4.2461 0.9649 0.195 -0.623 0.635
H 0.1387 4.7723 -1.0338 0.055 -0.060 0.237
H 1.3278 3.3602 2.8746 -0.022 0.059 -0.271
H 1.1043 5.2616 1.2619 -0.039 -0.128 0.013
N 0.4321 1.6288 0.1228 -0.121 -0.587 0.271
P 0.2386 0.7746 -2.7539 -0.151 0.109 0.169
P 0.1738 -0.7723 2.7971 0.891 -1.109 -0.508
C -0.4495 2.3407 -2.0642 0.067 0.106 0.540
H -1.5356 2.2126 -1.9311 0.400 -0.111 0.153
H -0.3473 3.1883 -2.7557 0.053 -0.295 0.251
C -1.1809 -3.2186 -0.8583 -1.936 -1.744 0.450
O -2.0224 -3.9744 -0.6863 1.995 1.816 -0.429
C 0.4429 0.9384 2.5218 1.655 0.953 0.217
H 0.7621 1.4001 3.4759 -0.245 -0.015 -0.477
C -1.1033 -0.6236 4.2584 0.709 -0.452 -0.210
C 1.8397 -1.7363 3.2847 -1.102 1.009 0.605
C -1.1031 0.3018 -3.9964 0.683 0.240 -0.010
C 1.8648 1.4023 -3.5200 -0.499 -0.172 -0.183
C -2.1784 -1.6905 3.9938 -0.016 0.034 0.300
H -1.7655 -2.7084 4.0017 -0.042 0.236 -0.023
H -2.9387 -1.6259 4.7844 0.051 -0.089 -0.135
H -2.6778 -1.5298 3.0313 0.094 -0.046 0.145
C -0.4405 -0.8303 5.6231 -0.295 -0.013 0.292
H 0.0140 -1.8207 5.7466 -0.103 0.297 -0.037
H 0.3100 -0.0537 5.8238 -0.196 -0.229 -0.071
H -1.2183 -0.7292 6.3960 0.159 -0.064 -0.089
C -1.7501 0.7652 4.2753 -0.098 -0.049 0.025
H -2.5312 0.7775 5.0478 0.084 -0.079 -0.085
H -1.0341 1.5577 4.5138 -0.180 -0.178 -0.053
H -2.2159 1.0038 3.3188 0.116 0.010 0.422
C 1.4355 -3.1714 3.6617 0.182 0.084 -0.083
H 0.9484 -3.6861 2.8221 0.053 0.135 0.115
H 2.3382 -3.7399 3.9275 -0.147 0.026 -0.018
H 0.7526 -3.2149 4.5196 0.210 0.055 -0.241
C 2.7593 -1.7551 2.0553 -0.132 0.036 0.087
H 2.3354 -2.3004 1.1971 -0.079 0.040 0.254
H 3.0519 -0.7419 1.7400 -0.117 -0.098 0.077
H 3.6870 -2.2847 2.3187 -0.142 0.107 -0.077
C 2.5853 -1.0397 4.4233 0.488 -0.320 0.118
H 2.0465 -1.0617 5.3758 0.148 -0.030 -0.347
H 3.5381 -1.5689 4.5809 -0.045 0.192 0.097
H 2.8197 0.0035 4.1749 -0.093 -0.187 0.014
C 2.3378 0.4078 -4.5920 0.209 0.102 -0.091
H 3.3399 0.7091 -4.9332 -0.207 -0.082 0.061
H 2.4203 -0.6134 -4.1938 -0.073 0.167 -0.053
H 1.6879 0.3898 -5.4763 0.142 0.017 0.256
C 2.9213 1.4606 -2.3986 0.002 0.017 0.033
H 2.6533 2.1679 -1.6046 -0.013 -0.148 -0.138
H 3.1086 0.4759 -1.9425 -0.096 0.130 -0.125
H 3.8732 1.7998 -2.8341 -0.200 -0.072 0.085
C 1.7146 2.8064 -4.1169 0.338 0.140 -0.245
H 2.6517 3.0647 -4.6318 -0.174 -0.010 0.088
H 0.9070 2.8761 -4.8540 0.221 -0.007 0.203
H 1.5545 3.5686 -3.3449 0.078 -0.204 -0.156
C -2.4581 0.2335 -3.2588 0.056 0.015 -0.093
H -2.8580 1.2307 -3.0339 0.094 -0.295 -0.044
H -3.1891 -0.2674 -3.9116 0.200 0.101 0.139
H -2.3982 -0.3412 -2.3221 0.024 0.126 -0.156
C -0.7764 -1.0902 -4.5646 -0.142 0.043 -0.107
H -0.7444 -1.8539 -3.7750 -0.012 0.168 -0.102
H -1.5712 -1.3685 -5.2707 0.184 -0.033 0.107
H 0.1769 -1.1136 -5.1050 -0.231 0.011 0.131
C -1.1690 1.3399 -5.1176 -0.481 -0.183 -0.412
H -1.3668 2.3521 -4.7412 0.079 -0.245 -0.058
H -0.2624 1.3545 -5.7349 -0.220 -0.016 0.194
H -2.0040 1.0705 -5.7807 0.127 0.140 0.025
Ca 0.7159 -0.7922 -0.3386 -0.107 0.895 0.689
N -1.3236 -0.6401 0.6082 -3.414 3.451 1.762
C -1.9933 0.2237 1.0965 1.083 -3.651 -3.203
C -3.2911 0.8408 1.1287 -0.644 1.136 0.335
C -4.3364 0.0761 0.5897 -0.267 -0.235 -0.120
C -3.5650 2.1246 1.6390 -0.169 -0.265 -0.032
C -5.6500 0.5453 0.6154 0.220 0.115 0.143
H -4.1096 -0.8997 0.1520 -0.091 0.327 0.190
C -4.8882 2.5765 1.6945 0.172 -0.107 -0.127
H -2.7430 2.7441 1.9967 -0.225 -0.137 -0.007
C -5.9321 1.7831 1.2038 0.235 -0.088 -0.071
H -6.4479 -0.0627 0.1809 0.283 0.220 0.219
H -5.1100 3.5567 2.1240 0.130 -0.350 -0.165
H -6.9649 2.1318 1.2712 0.360 -0.076 -0.054
C 4.1940 -2.9543 -2.0715 0.380 0.458 -0.179
C 2.8049 -3.2039 -1.6206 -1.466 1.795 0.668
C 2.3068 -4.6022 -1.6386 -0.004 -0.559 -0.222
O 2.0613 -2.2567 -1.2381 2.035 -2.415 -1.117
H 4.3513 -3.4159 -3.0583 -0.021 0.075 0.313
H 4.9004 -3.4272 -1.3715 -0.202 0.012 -0.177
H 4.4086 -1.8802 -2.1270 -0.069 -0.309 0.059
H 2.3292 -5.0308 -0.6255 -0.011 0.214 -0.158
H 1.2779 -4.6597 -2.0109 0.181 0.119 0.162
H 2.9567 -5.2155 -2.2737 -0.217 0.045 0.205
```
Forces are in eV/Å.

Summary:
**Relative energy (zero: lowest compared OMol25 entry of this formula, charge and spin)**: 168.9 kJ/mol
**Net charge**: +1
**HOMO**: -8.5 eV

Atom charges from the Mulliken analysis, given in e for atoms 1 to 2:
1 C -0.772
2 C 0.195